Computed, not measured: a cluster of 5 separate species, C25H54F9NO7S in total at a distorted geometry, with ωB97M-V/def2-TZVPD.

Results
Kohn-Sham gap = 9.6 eV
SMILES = O=C(NCCC(F)(F)C(F)(F)S(F)(F)(F)(F)F)OCCCCO.CCOCC.CCOCC.CCOCC.CCOCC
spin multiplicity = 1

Last column: Mulliken charge in e.
Positions of all 97 atoms, in Å:
O  -1.94447  6.35436  1.09823  -0.4979
C  -2.07890  5.29869  0.63472  0.1650
N  -1.12113  4.29492  0.97327  -0.0945
C  -0.32336  3.85476  -0.19506  -0.4989
C  -0.66517  2.44940  -0.72998  -1.0172
C  -0.07206  1.30894  0.17879  1.2718
F  0.81824  0.67414  -0.58281  -0.3283
F  0.50533  1.95455  1.20236  -0.2518
C  -1.24868  0.42063  0.62591  0.4817
F  -1.84591  -0.02137  -0.47223  -0.3120
F  -2.16731  1.12573  1.25144  -0.3351
S  -0.84427  -1.08313  1.67626  1.4785
F  -2.39168  -1.49647  1.64816  -0.3469
F  -0.63934  -1.94485  0.35612  -0.3389
F  0.69757  -0.74941  1.78575  -0.3216
F  -1.06887  -0.21563  2.99484  -0.2971
F  -0.58298  -2.36564  2.54890  -0.2842
O  -3.14515  5.05206  -0.19200  -0.2698
C  -3.98166  4.02429  0.36993  0.1923
C  -5.28455  3.86574  -0.44315  -0.9402
C  -4.96207  3.05827  -1.71998  -0.5411
C  -5.24325  1.54137  -1.55070  -0.5445
O  -5.05237  1.13656  -0.19140  -0.4581
H  -1.53780  3.50974  1.46406  0.3379
H  0.74809  4.00178  -0.01643  0.0491
H  -0.57514  4.55548  -1.00800  0.6712
H  -1.75289  2.38763  -0.83435  -0.0663
H  -0.23480  2.36965  -1.73503  0.4935
H  -4.17427  4.16392  1.44590  0.4118
H  -3.45964  3.05959  0.27468  -0.2137
H  -5.61781  4.88139  -0.68450  0.3907
H  -5.96982  3.32558  0.21516  0.3971
H  -5.58074  3.43276  -2.54523  0.3904
H  -3.91431  3.14521  -2.03435  0.2390
H  -6.25988  1.29078  -1.88836  0.4474
H  -4.52006  0.99572  -2.17885  0.2642
H  -5.46133  0.26539  -0.10814  0.2811
C  -2.18729  -5.26832  1.21933  -0.7812
C  -0.98875  -5.92189  1.88592  -0.3164
O  -0.80911  -7.28266  1.53415  -0.4545
C  -0.60234  -7.55185  0.15900  -0.2436
C  0.62662  -6.87073  -0.41984  -0.6885
H  -3.10270  -5.81304  1.45942  0.3302
H  -2.29338  -4.23749  1.55846  0.1633
H  -2.09219  -5.25297  0.13234  0.2220
H  -1.13102  -5.90475  2.96729  0.3458
H  -0.07385  -5.35342  1.68520  0.2513
H  -1.49976  -7.29588  -0.41565  0.2511
H  -0.48079  -8.63302  0.07495  0.2858
H  0.55508  -5.78325  -0.36794  0.1278
H  0.75392  -7.14785  -1.46759  0.2178
H  1.52108  -7.16706  0.13122  0.2818
C  0.90713  8.33761  0.72321  -1.3355
C  1.15041  7.05212  1.49352  0.0300
O  2.18098  6.23749  0.94166  -0.2497
C  3.47388  6.81317  0.86782  -0.4515
C  4.03954  7.22170  2.21643  -1.0623
H  0.65901  8.11728  -0.31752  0.3010
H  0.08291  8.89451  1.17029  0.4051
H  1.78542  8.98609  0.71964  0.3851
H  0.24695  6.45122  1.47030  0.0180
H  1.35593  7.26158  2.54927  0.2618
H  3.47269  7.65933  0.17107  0.4254
H  4.12097  6.05169  0.42824  0.3403
H  3.43280  7.98939  2.69929  0.3329
H  5.04916  7.61816  2.09798  0.4075
H  4.07850  6.36162  2.88796  0.1873
C  -0.77824  -9.50137  -3.37249  -0.7946
C  -0.81953  -9.99966  -4.80719  -0.5259
O  -0.87241  -8.96255  -5.77068  -0.4188
C  0.21411  -8.05298  -5.77377  -0.2784
C  1.56120  -8.70654  -6.03168  -1.0276
H  -1.64612  -8.87273  -3.16212  0.3049
H  -0.77760  -10.34320  -2.67825  0.4451
H  0.11340  -8.90473  -3.17352  0.1153
H  -1.72347  -10.59278  -4.95115  0.3499
H  0.02460  -10.66706  -5.01220  0.3003
H  0.23102  -7.47956  -4.83981  0.2591
H  0.00684  -7.33756  -6.57086  0.3297
H  1.82148  -9.42867  -5.25649  0.2633
H  2.34769  -7.95107  -6.06235  0.3810
H  1.55012  -9.23814  -6.98489  0.2938
C  5.83262  1.55938  2.83330  -0.9812
C  5.56073  2.98656  3.27905  -0.3803
O  4.83633  3.75266  2.33394  -0.3838
C  3.54772  3.26911  1.98880  0.0488
C  2.59354  3.16788  3.16499  -0.7818
H  6.37825  1.55308  1.88757  0.2808
H  6.42523  1.03450  3.58432  0.3962
H  4.91065  0.99584  2.68316  0.1935
H  6.51218  3.50144  3.42051  0.3664
H  5.05321  3.00128  4.24992  0.3171
H  3.63112  2.30670  1.46966  0.3702
H  3.14213  3.97807  1.26399  -0.1741
H  2.94478  2.46489  3.92295  0.3859
H  1.61667  2.83450  2.82922  0.1234
H  2.48236  4.14143  3.64676  0.2292



Computed, not measured: a cluster of 2 separate species, C25H54N6O4P in total at a distorted geometry, with ωB97M-V/def2-TZVPD.

Results
Kohn-Sham gap = 9.6 eV
net charge = +1
spin multiplicity = 1

Last column: Mulliken charge in e.
Positions of all 90 atoms, in Å:
C  0.53072  -4.35285  0.30518  -0.2303
C  1.47285  -4.85262  1.40541  -0.7736
C  2.77428  -4.06187  1.53123  -0.3117
C  3.58854  -3.97203  0.22491  -1.2637
C  3.61066  -2.57146  -0.37663  0.2017
C  4.14207  -2.54172  -1.82526  -1.0845
C  3.06924  -2.22409  -2.87158  -0.6286
C  2.97402  -0.74407  -3.26983  -0.9472
C  3.04292  0.27544  -2.12166  1.6041
C  3.82408  1.55264  -2.48069  -0.7696
C  4.67525  2.13904  -1.35961  -1.3051
C  3.99995  2.29051  0.00065  -0.1623
C  3.02287  3.47691  0.04518  -1.0495
C  1.76693  3.18735  0.86718  -0.9185
C  0.85085  2.16627  0.19898  0.7039
C  -0.54440  2.11409  0.85798  -1.8360
N  -0.89502  0.76099  1.29069  0.7548
C  -1.31542  -0.21579  0.28343  -1.5931
C  -2.81643  -0.12068  -0.12161  0.4041
N  -3.16128  -1.34380  -0.86005  -0.6544
N  -3.57494  0.00508  1.10128  -0.3056
N  -3.15201  0.98804  -0.98141  -0.4391
C  -0.83154  0.43702  2.53388  0.3637
N  -1.14582  -0.85788  3.01378  -0.0955
C  -0.07243  -1.05048  4.01714  -0.6665
C  0.18561  0.37601  4.58657  0.0407
P  1.96646  0.69255  4.77454  0.1232
O  2.64324  0.92956  3.48119  -0.4308
N  -0.44047  1.23751  3.56212  -0.3370
H  1.05583  -3.81026  -0.47958  -0.2107
H  -0.24481  -3.69657  0.69760  0.0288
H  0.02495  -5.18388  -0.18168  0.3584
H  1.70984  -5.90160  1.23497  0.3260
H  0.95427  -4.78996  2.36145  0.4560
H  2.53038  -3.04226  1.84749  -0.0481
H  3.37985  -4.49388  2.32540  0.3863
H  4.60894  -4.28222  0.44292  0.4318
H  3.16330  -4.68009  -0.48773  0.4331
H  4.22525  -1.94019  0.26834  0.3674
H  2.60106  -2.15781  -0.32996  -0.0346
H  4.57041  -3.52068  -2.03163  0.5572
H  4.93814  -1.80081  -1.87425  0.4148
H  3.29339  -2.78896  -3.77791  0.3875
H  2.10254  -2.60075  -2.53252  0.2571
H  2.01387  -0.61077  -3.77305  0.3350
H  3.72901  -0.53185  -4.02522  0.3345
H  3.49383  -0.16044  -1.23309  -0.3660
H  2.02512  0.55621  -1.83960  -0.7290
H  4.48195  1.33132  -3.32091  0.4402
H  3.13121  2.31361  -2.84732  0.3448
H  5.58219  1.54394  -1.24350  0.3724
H  5.00897  3.13274  -1.66837  0.3976
H  4.77666  2.44636  0.74886  0.5042
H  3.49997  1.36805  0.30250  0.0521
H  2.71252  3.75038  -0.96357  0.4579
H  3.52849  4.31313  0.52199  0.3794
H  2.10026  2.76661  1.82199  0.0724
H  1.22168  4.10679  1.08533  0.4805
H  0.76363  2.38830  -0.86417  0.5024
H  1.30068  1.17806  0.29231  -0.1189
H  -1.30060  2.44651  0.16180  0.2804
H  -0.57134  2.77630  1.71772  0.7823
H  -1.14142  -1.20864  0.68282  0.2726
H  -0.67573  -0.10829  -0.59242  0.4059
H  -2.94390  -2.15928  -0.29540  0.2749
H  -2.59492  -1.42804  -1.69875  0.3023
H  -3.75285  -0.92189  1.46773  0.3189
H  -4.49183  0.40622  0.91532  0.1696
H  -3.24723  1.85739  -0.48177  0.2610
H  -2.52384  1.08517  -1.76533  0.2835
H  -2.01588  -0.71264  3.52600  0.3616
H  -0.37407  -1.75966  4.77455  0.3549
H  0.81815  -1.36177  3.47710  0.1736
H  -0.28900  0.54529  5.55702  0.4134
H  2.40268  -0.45370  5.45871  0.1086
H  2.06528  1.76348  5.67496  0.1001
H  0.10214  2.06304  3.33636  0.2940
C  -7.07673  2.61388  -3.89145  -1.4148
C  -7.56409  1.81761  -2.70969  0.4538
C  -8.51788  2.54178  -1.78268  -0.5203
O  -8.23724  1.92261  -0.51814  -0.3569
C  -6.97350  1.45840  -0.55487  0.5958
O  -6.38936  1.05246  0.40240  -0.5895
O  -6.47915  1.51385  -1.80407  -0.2368
H  -7.91977  2.93057  -4.50478  0.3845
H  -6.53012  3.49639  -3.55753  0.3477
H  -6.40644  2.01778  -4.50892  0.3510
H  -7.99073  0.86546  -3.03426  0.2501
H  -9.56555  2.41037  -2.03662  0.2984
H  -8.28928  3.60718  -1.70590  0.3153